A cluster of 12 separate species, C47H115N19O12 in total at a distorted geometry, computed with ωB97M-V/def2-TZVPD.

As for the calculated total energy: -3802.9051 Ha. The SMILES is CC1(C)CCCC(C)(C)N1O.CC1(C)CCCC(C)(C)N1O.CC1(C)CCCC(C)(C)N1O.CC1(C)CCCC(C)(C)N1O.COC[C@H](C)N.NC(N)=O.NC(N)=O.NC(N)=O.NC(N)=O.NC(N)=O.NC(N)=O.NC(N)=O. The calculation puts the HOMO energy at -7.91 eV.

```
193
Properties=species:S:1:pos:R:3:forces:R:3
C -0.89613 -4.74298 0.79386 0.3 -0.6 0.0
C -1.37192 -5.99250 1.58303 -1.3 2.2 0.7
C -0.32517 -7.04964 1.60338 1.2 -1.9 -0.7
C -1.51478 -5.51401 3.09209 0.6 0.3 0.2
C -2.42813 -6.30697 4.01785 -0.4 -0.1 -0.9
C -3.72095 -6.58271 3.27774 -0.9 -0.4 0.7
C -3.66793 -7.09293 1.79703 -0.9 0.3 1.2
C -3.33528 -8.54713 1.80101 0.4 -2.3 0.6
C -5.10136 -6.91876 1.27874 0.1 -0.6 -1.8
N -2.74209 -6.32474 1.00692 0.4 2.2 3.1
O -2.89145 -6.48979 -0.35069 1.1 -0.5 -0.2
H -0.83283 -4.99187 -0.26545 0.2 0.1 -0.1
H -1.54702 -3.87308 0.88175 -0.4 -0.4 0.2
H 0.07859 -4.42851 1.16685 0.2 -0.1 -0.1
H -0.45502 -7.83391 2.34914 -0.7 -0.2 -0.2
H -0.19185 -7.50140 0.62040 -0.3 -0.4 -0.2
H 0.70855 -6.80147 1.84411 -0.1 1.2 0.0
H -0.52093 -5.48901 3.53901 0.4 -0.3 -0.3
H -1.73455 -4.44649 3.10613 -0.7 -0.1 -0.1
H -2.08404 -7.27741 4.37556 0.9 -0.2 -0.7
H -2.63350 -5.87128 4.99565 0.0 0.8 -0.2
H -4.49461 -5.81977 3.36417 0.5 0.8 -0.3
H -4.17903 -7.31722 3.94013 -0.4 -0.8 -0.6
H -3.31447 -9.08826 0.85504 -0.2 0.5 -0.4
H -4.01433 -9.12854 2.42467 -0.5 0.1 0.0
H -2.38252 -8.80751 2.26205 0.3 0.5 0.0
H -5.45924 -5.89934 1.13448 0.1 0.2 0.8
H -5.81437 -7.59151 1.75530 0.0 0.4 0.5
H -5.11046 -7.26181 0.24417 0.1 -0.3 -0.2
H -2.32170 -7.25276 -0.47258 0.0 -0.6 -1.1
C 0.32271 5.51665 -1.36702 -0.8 -0.7 -0.1
C -0.90392 5.29960 -2.30637 1.2 0.1 0.1
C -0.58701 6.00229 -3.63147 -1.1 0.2 -0.2
C -0.99743 3.82195 -2.70201 -0.4 -0.9 2.0
C -1.62332 2.98086 -1.51790 -0.6 0.6 -1.6
C -3.05004 3.53513 -1.26543 1.3 -0.2 0.3
C -2.92925 4.99548 -0.69876 0.7 -1.9 -0.7
C -4.30944 5.54186 -0.68058 -1.0 0.6 0.1
C -2.32732 4.88905 0.72979 0.1 1.0 -0.1
N -2.17291 5.78106 -1.72718 -0.3 -2.9 -1.2
O -2.12757 7.12392 -1.57068 0.3 2.0 1.4
H 0.60090 6.56912 -1.31198 0.0 -0.1 0.2
H 0.09778 5.10068 -0.38494 0.2 0.4 0.1
H 1.15067 4.91766 -1.74621 0.3 0.3 -0.2
H 0.09422 5.41618 -4.24832 0.2 0.0 0.2
H -1.54745 5.99538 -4.14683 0.0 0.3 -0.4
H -0.22580 7.02875 -3.56807 0.0 -0.1 0.2
H -1.58618 3.65454 -3.60392 -0.2 0.2 0.0
H 0.01715 3.48469 -2.91413 -0.1 0.0 -0.1
H -1.69682 1.92951 -1.79605 0.1 -0.1 -0.1
H -1.01502 3.03216 -0.61488 0.0 0.1 0.0
H -3.56606 2.84796 -0.59490 0.1 0.5 0.5
H -3.67162 3.43439 -2.15514 0.3 0.6 -0.5
H -4.70912 5.51871 -1.69440 0.1 0.2 -0.1
H -4.33125 6.56348 -0.30123 -0.2 0.0 0.0
H -5.00219 4.93008 -0.10272 0.2 0.0 0.3
H -1.31583 4.49210 0.81594 0.0 0.2 -0.4
H -2.89246 4.28267 1.43762 -0.6 0.0 -0.3
H -2.32811 5.91389 1.10102 0.2 0.0 0.4
H -2.83333 7.51655 -2.08966 -0.1 -0.2 -0.3
C 7.23949 2.40629 -3.73213 0.2 0.0 0.8
C 5.84488 2.34253 -3.09653 -1.6 0.4 1.4
C 5.33286 0.87002 -3.01743 0.0 1.1 0.0
C 5.82631 2.85638 -1.58847 0.6 0.8 -0.7
C 5.70992 4.41497 -1.45379 0.5 -1.0 -0.4
C 4.49624 4.89075 -2.24635 0.2 -0.4 0.8
C 4.58667 4.58250 -3.71054 1.1 0.3 -0.4
C 3.29325 5.05505 -4.40443 0.1 -1.3 -1.1
C 5.73768 5.33514 -4.39383 0.6 0.6 -0.3
N 4.76253 3.10171 -3.80458 -0.7 0.2 1.9
O 4.70615 2.66162 -5.09108 0.5 -0.1 -1.9
H 7.79478 1.54828 -3.35322 0.0 -0.3 -0.3
H 7.26127 2.41510 -4.82188 -0.2 0.0 0.1
H 7.82729 3.23041 -3.32788 -0.2 0.4 -0.3
H 6.01587 0.25312 -2.43345 0.3 -0.1 -0.4
H 4.41425 0.90608 -2.43179 -0.2 -0.1 -0.3
H 5.13192 0.51052 -4.02662 0.1 -0.4 0.2
H 5.07028 2.41266 -0.94068 -0.5 -0.2 -0.5
H 6.76106 2.49745 -1.15775 0.3 0.2 0.1
H 5.59134 4.66784 -0.40018 0.1 0.1 0.0
H 6.65418 4.79819 -1.84060 0.0 0.5 0.1
H 4.21806 5.93887 -2.13614 0.3 0.1 0.3
H 3.70525 4.27744 -1.81473 -0.6 0.2 -0.1
H 3.34280 4.77374 -5.45633 0.1 -0.5 -0.1
H 3.13067 6.12418 -4.54093 0.2 0.1 1.0
H 2.42919 4.52211 -4.00759 -0.2 0.3 0.2
H 5.61422 5.31110 -5.47655 0.1 -0.2 0.0
H 6.75931 5.03519 -4.16058 -0.2 -0.6 0.1
H 5.79203 6.39219 -4.13347 -0.6 0.2 0.2
H 3.77460 2.45640 -5.19927 -0.7 -0.6 -0.7
C -3.19850 -2.38445 3.82947 -0.3 -0.7 0.0
C -4.25117 -1.24623 4.00932 1.1 -1.5 -1.0
C -5.56363 -1.88169 4.50837 0.3 0.8 0.7
C -3.70321 -0.31581 5.04435 -0.3 1.9 1.6
C -4.20682 1.17699 5.04014 0.1 -0.6 0.2
C -3.98499 1.81840 3.66304 0.5 -1.0 1.5
C -4.65257 0.88302 2.66142 -1.5 0.0 -0.5
C -6.19390 0.99807 2.92725 -0.9 1.0 -2.2
C -4.21983 1.42178 1.29354 -0.3 1.0 -0.6
N -4.35637 -0.53993 2.75164 3.0 0.8 0.1
O -4.86191 -1.28928 1.68446 -0.3 0.4 0.7
H -3.44840 -3.07627 3.02508 -0.6 -0.1 0.1
H -2.15796 -2.17574 3.58087 -0.1 1.1 0.1
H -3.13432 -2.95058 4.75871 -0.2 -0.2 0.1
H -5.37542 -2.32856 5.48458 0.1 -0.5 -0.2
H -6.21876 -1.05217 4.77444 -0.5 -0.2 -0.4
H -6.01231 -2.61362 3.83675 0.0 0.2 0.0
H -3.96383 -0.69323 6.03315 -0.2 -0.3 0.1
H -2.61608 -0.31355 5.12345 0.2 0.1 -0.7
H -5.25799 1.28278 5.30837 -0.3 -0.5 -0.3
H -3.76524 1.64151 5.92180 0.6 0.4 -0.4
H -2.92052 1.96736 3.48194 0.1 -0.3 -0.2
H -4.43351 2.80836 3.57989 -0.2 -0.1 0.0
H -6.58168 1.76631 3.59623 0.5 -0.3 0.6
H -6.73511 0.05857 3.03917 0.3 0.0 0.6
H -6.63819 1.35229 1.99707 -0.1 0.1 -0.4
H -4.67707 2.39739 1.12855 -0.4 0.2 0.3
H -4.45797 0.90940 0.36142 -0.1 -0.7 0.4
H -3.16725 1.70124 1.24806 0.3 -0.6 0.3
H -5.79720 -1.24971 1.89721 -0.8 -0.5 -0.6
C 3.23499 -0.74993 0.60525 -1.0 -0.1 -0.3
O 1.81996 -0.34432 0.53728 0.8 -1.1 0.7
C 1.12534 -0.87656 -0.58128 -1.8 1.4 0.4
C -0.35139 -0.28100 -0.59431 0.2 -2.1 0.1
C -1.35856 -1.02202 0.29210 0.5 0.4 1.3
N -0.83659 -0.54143 -1.93391 0.4 0.5 -1.6
H 3.71926 -0.56597 1.56428 -0.7 0.7 0.1
H 3.71018 -0.14678 -0.16839 0.5 -0.6 -0.2
H 3.30017 -1.83783 0.58717 0.0 0.0 -0.9
H 1.54844 -0.51933 -1.52015 0.5 -0.2 -0.1
H 1.00962 -1.96040 -0.57784 0.5 -0.2 0.1
H -0.33417 0.79148 -0.40039 0.0 0.0 0.1
H -1.50262 -2.06541 0.01160 0.1 0.2 -0.4
H -2.31782 -0.50472 0.27408 -0.1 -0.1 -0.1
H -1.07075 -1.06612 1.34250 0.1 0.2 0.2
H -1.84043 -0.49943 -2.03705 -0.4 0.8 0.3
H -0.77985 -1.52876 -2.13897 0.9 -0.3 0.4
N -4.79057 -0.88071 -4.42959 -2.7 1.7 -3.3
C -4.34461 -0.92787 -3.22465 6.6 -4.4 -0.2
N -5.19206 -0.67198 -2.30727 -2.5 1.6 2.9
O -3.20495 -1.43115 -2.98238 -1.0 0.8 0.1
H -5.67149 -0.38964 -4.37547 -0.1 -0.3 -1.7
H -4.45519 -1.26569 -5.30103 0.4 0.2 0.6
H -4.96548 -1.01606 -1.38512 -0.5 0.4 0.1
H -6.08693 -0.36489 -2.66083 -0.2 -0.2 1.4
N 4.72112 -3.98279 1.46344 -3.0 -2.0 -2.2
C 5.53387 -3.43367 2.30847 0.2 1.2 4.2
N 6.57973 -2.92876 1.71941 3.3 1.4 -1.8
O 5.34106 -3.34002 3.55644 -0.2 0.1 -1.6
H 5.01251 -4.00207 0.49657 -0.4 -0.1 0.2
H 3.73640 -3.95074 1.68569 -0.2 -0.3 0.2
H 7.24918 -2.31474 2.16091 0.0 0.0 0.8
H 6.62707 -2.82499 0.71587 -0.3 -0.3 0.2
N 0.17385 1.13229 -4.42553 -5.0 -2.1 -1.3
C 1.38634 1.56474 -4.47212 0.1 -0.4 -0.3
N 1.89935 1.80305 -3.33575 1.7 0.8 5.5
O 2.03369 1.75873 -5.43762 2.3 1.2 -5.3
H -0.12575 0.53198 -3.67057 -0.2 0.1 0.6
H -0.23913 0.87855 -5.31162 0.2 0.0 0.0
H 2.77653 2.30320 -3.35824 0.6 -0.2 0.8
H 1.41939 1.43452 -2.52709 0.5 0.6 0.3
N 7.88759 1.37654 2.68533 3.0 4.9 -0.5
C 7.35081 0.22658 2.79029 1.7 -4.5 0.0
N 6.07446 0.31206 3.00269 -4.6 -0.5 0.5
O 7.95418 -0.85543 2.70598 0.3 0.8 -0.1
H 7.29466 2.16597 2.47238 0.3 -0.1 0.1
H 8.88463 1.48934 2.57006 -0.3 -0.2 0.0
H 5.71472 1.04788 3.59367 -0.1 -0.3 -0.3
H 5.54245 -0.53315 2.85207 0.0 0.1 0.6
N 2.57538 1.87166 2.07973 0.1 -3.7 4.2
C 2.62721 2.81535 1.19175 3.0 5.1 0.7
N 2.03211 2.42401 0.11345 -2.3 -1.1 -3.7
O 3.20810 3.90952 1.34979 -0.6 -1.0 -0.1
H 2.98526 1.86373 3.00279 0.2 0.9 -0.5
H 2.31341 0.94040 1.78949 -0.3 0.3 0.1
H 1.54965 1.55359 0.28578 -0.3 0.1 -1.1
H 1.80033 2.99493 -0.68682 0.2 0.2 0.4
N 2.88340 -1.47186 4.02835 4.3 0.6 1.7
C 1.99389 -2.15887 3.37607 -0.7 -0.4 -2.1
N 0.85356 -1.52931 3.44833 -3.8 0.6 0.0
O 2.14197 -3.11322 2.62232 0.6 -0.8 0.1
H 3.79905 -1.89639 4.06651 0.5 0.0 0.4
H 2.66627 -0.65223 4.57714 0.1 -0.5 -0.1
H 0.14887 -1.88662 2.81918 -0.2 0.6 0.3
H 0.82298 -0.64707 3.93905 -0.8 -0.3 -0.5
N -1.82867 -4.15104 -3.60030 -5.1 -1.5 2.6
C -0.74507 -4.00408 -4.28666 1.4 -2.7 -1.3
N -0.29925 -2.81665 -4.03961 2.5 5.6 0.4
O -0.20632 -4.87128 -4.93992 0.6 -0.6 -0.9
H -2.41355 -4.97445 -3.60268 0.5 0.1 -0.3
H -2.18156 -3.38659 -3.04246 -0.2 -0.3 -0.1
H 0.53907 -2.38803 -4.40511 -0.1 -0.6 -0.3
H -0.96785 -2.15147 -3.67819 0.3 0.0 -0.5
```
Forces are in eV/Å.